Here is the molecule C3H7Cl5Si2 at a distorted geometry from OMol25. Energies are from ωB97M-V/def2-TZVPD.

```
17
Properties=species:S:1:pos:R:3:mulliken_charge:R:1
Cl -0.1464 -0.8912 -3.6044 -0.274
Cl -1.3350 -3.7834 -2.1151 -0.262
Cl -3.0214 -0.7369 -2.1580 -0.224
Cl 1.4389 3.1070 0.0115 -0.317
Cl -1.3890 2.3021 1.6922 -0.284
C -0.5094 -1.0712 -0.2542 -0.561
C 1.4804 0.7971 2.2209 -1.043
C -0.0038 0.3206 -0.5708 -0.833
Si -1.2090 -1.6519 -1.8365 0.682
Si 0.3800 1.4689 0.8887 0.645
H 0.3011 -1.6457 0.2720 0.380
H -1.3347 -1.1550 0.4780 0.309
H 2.3173 1.4525 2.3647 0.344
H 0.8524 0.5825 3.0935 0.297
H 1.9445 -0.1475 1.9547 0.346
H 0.9328 0.2481 -1.1544 0.402
H -0.6986 0.8041 -1.2828 0.394
```

Properties
F_max   3.0 eV Å⁻¹
HOMO-LUMO gap   11.096 eV
Structure (SMILES)   C[Si](Cl)(Cl)CC[Si](Cl)(Cl)Cl
ΔE to the lowest compared entry with this formula, charge and spin   50.8 kJ/mol
E_LUMO   0.23 eV
Spin multiplicity   1
Total energy   -81599.873 eV